Formula: C25H14Cl5IrNO4S2
Source: the Open Molecules 2025 dataset
Level of theory: ωB97M-V/def2-TZVPD

- Multiplicity: 6
- Energy above the lowest of the compared OMol25 structures with the same formula, charge and spin: 0.3712 eV
- Strongest force on any atom: 0.1 eV Å⁻¹
- Charge: +2

Cartesian coordinates (Å):
Ir1 1.12792 -1.59698 1.31219
Cl1 3.88476 -1.96389 0.39494
C1 3.86410 -1.61819 2.08688
C2 2.56140 -1.53218 2.62882
C3 2.42098 -1.30120 4.02066
Cl2 0.83635 -1.30468 4.64776
C4 3.52100 -1.05250 4.80547
Cl3 3.35444 -0.70555 6.46045
C5 4.81327 -1.08109 4.20986
Cl4 6.16417 -0.76219 5.14464
C6 4.98645 -1.38118 2.82010
Cl5 6.53049 -1.41106 2.11986
O1 -0.56305 0.35506 -0.80633
C7 0.21049 0.98853 -0.11259
N1 1.02825 0.38588 0.84128
S1 2.02781 1.50855 1.62983
O2 1.66986 1.53643 3.01310
O3 3.38322 1.22334 1.26920
C8 1.38435 2.88226 0.74925
C9 1.73941 4.20799 0.88505
C10 1.08593 5.11902 0.06334
C11 0.12067 4.70333 -0.85200
C12 -0.22116 3.36403 -0.97096
C13 0.42494 2.45174 -0.15289
H1 2.48941 4.52684 1.59559
H2 1.33261 6.16946 0.13613
H3 -0.36664 5.43898 -1.47699
H4 -0.96780 3.03174 -1.67914
O4 -0.53034 -2.45689 -0.02773
S2 -1.64580 -2.34484 -0.97835
C14 -3.03267 -1.46369 -0.42435
C15 -3.68632 -2.01170 0.68446
C16 -4.80330 -1.36113 1.16879
C17 -5.26044 -0.20915 0.53534
C18 -4.60383 0.31252 -0.57685
C19 -3.47774 -0.31044 -1.07684
C20 -1.21379 -1.96357 -2.58818
C21 0.12753 -1.71755 -2.90941
C22 0.44510 -1.50649 -4.23155
C23 -0.55066 -1.56851 -5.20957
C24 -1.87626 -1.84578 -4.87875
C25 -2.22171 -2.06715 -3.56366
H5 -3.33006 -2.92402 1.14637
H6 -5.32849 -1.75782 2.02610
H7 -6.14376 0.28902 0.91226
H8 -4.96825 1.21537 -1.04702
H9 -2.93041 0.09927 -1.91274
H10 0.87542 -1.66695 -2.13140
H11 1.46623 -1.28997 -4.51265
H12 -0.28596 -1.40926 -6.24655
H13 -2.62945 -1.90607 -5.65152
H14 -3.23871 -2.31767 -3.28969